(1)
C36H25AsAuF3Sb | the ωB97M-V functional and the def2-TZVPD basis

Geometry as ORCA input:
```
! RIJCOSX wB97M-V def2-TZVPD def2/J DEFGRID3
* xyz 1 1
C -3.83106 -1.59607 4.54415
H 3.40679 -2.25579 -0.08480
C 4.13225 0.99081 0.68104
C -2.73382 -1.85658 5.34514
C -1.24061 -1.62329 3.51067
H 5.83753 -1.03919 -4.45820
H -0.23055 -1.63037 3.11848
C 3.15898 0.85495 -5.29933
C -2.85171 -3.76996 -0.36510
C 2.09298 3.44878 -1.25737
H 4.84185 0.11410 -6.40073
C 3.10285 0.26915 -2.97376
H -4.79346 2.50863 -2.13203
C 2.64625 2.28821 -0.74739
C -4.56249 3.13003 -0.10133
C 4.09472 3.54494 0.69253
C -4.08802 2.86209 1.16745
C 4.35006 0.15442 -5.43821
H -4.47244 -1.14457 2.56096
C -3.42612 1.66179 1.38524
H 2.71983 1.35662 -6.15115
H 4.73896 -0.93397 -2.25509
H 1.31431 3.41543 -2.00902
H 6.16455 -0.69286 2.79172
C 4.82796 -1.61598 1.39440
C 3.54857 4.71358 0.18291
C -1.44086 -1.87839 4.86018
F -5.80379 -5.45782 -1.52961
H -0.61922 -2.08831 5.53032
H 5.54834 1.60378 2.18054
C -2.32486 -1.35550 2.68102
C 4.28936 -0.43845 -3.10594
C -4.40062 2.25337 -1.15783
H -3.59584 0.37257 -1.75332
C 4.91059 -0.49267 -4.34754
C 3.64491 2.31493 0.22848
H 3.90350 5.66899 0.54535
Sb -2.10617 -0.99915 0.63065
C -4.67959 -2.20297 -0.49231
C -3.67915 -4.78567 -0.81569
H -6.55598 -3.02445 -1.18458
C 2.52900 0.91054 -4.06647
H -3.05865 1.44033 2.38014
H 1.59613 1.45368 -3.96526
F -2.93690 -2.09504 6.64566
H 4.87032 3.59835 1.44512
C -3.24793 0.75419 0.34387
C -3.73130 1.06230 -0.92686
H 2.13482 5.59057 -1.17321
H -4.24068 3.58111 1.96023
C 5.42420 -0.52749 2.02048
C -4.99811 -4.48129 -1.09586
C 5.07909 0.77085 1.67410
Au 0.11384 -0.35827 -0.55138
H -5.07955 -1.20302 -0.36971
F -5.20339 4.28511 -0.32014
As 2.27015 0.47313 -1.25347
H 5.10437 -2.62218 1.67890
C -3.61932 -1.34612 3.19856
H -1.81615 -4.00238 -0.14445
C -5.51772 -3.21047 -0.94760
C 3.87591 -1.41087 0.40436
C -3.34704 -2.47789 -0.19726
C 3.55043 -0.11212 0.05106
H -3.32123 -5.79657 -0.95174
H -4.82210 -1.59316 4.97593
C 2.55303 4.67151 -0.78591
*
```

Properties
Orbital gap (eV): 8.40


(2)
C36H25N10O2S2TeW | the ωB97M-V functional and the def2-TZVPD basis

Geometry as ORCA input:
```
! RIJCOSX wB97M-V def2-TZVPD def2/J DEFGRID3
* xyz 1 3
C -2.27987 1.32648 -1.02158
W -0.27392 -0.74742 -0.17457
C -1.00759 0.79763 -5.23218
N -1.26133 0.50198 -1.48923
H -2.43048 1.54699 4.18318
C 2.37928 -0.74469 -2.04922
H -3.12260 -3.72170 3.60887
O 6.63986 -0.98537 2.01134
H 3.30532 4.06529 1.18395
N 1.59301 -1.39485 0.66072
N 6.14595 0.10849 2.19016
C -1.51243 0.77886 2.39772
C 2.65090 3.23378 0.93957
N 1.14763 -0.33990 -1.91308
H -2.56849 -1.18204 -2.51374
H -4.69528 3.59912 -1.74769
C 2.19682 0.87188 0.83564
N -2.64856 -1.54456 0.01845
H 1.66487 -1.10794 2.70658
N -3.49879 -1.06474 -2.12625
C 4.36517 1.59807 1.63939
C 2.45242 -0.18906 -4.36750
C 1.93787 -2.71350 0.80447
Te -0.43129 -2.90307 -1.51055
C -1.60567 0.75349 -3.94748
C -4.34644 -2.50651 1.24804
H 3.33677 -4.17058 1.38134
H 4.11319 -0.99610 -3.28770
N -0.77624 -1.86949 2.06933
H 5.07324 2.37861 1.88346
C 3.14544 -3.11001 1.27288
C -3.04603 -2.16581 1.18841
H -4.25086 -1.27892 -2.75940
C -3.62504 -1.51237 -0.84952
C 0.60145 2.33842 0.10068
H 1.03522 4.44112 0.20542
H 2.84327 -1.20889 -1.19616
C -4.33259 2.87332 0.20909
H -5.12835 3.44421 0.67449
C 4.74265 0.31175 1.76197
H 1.68510 -1.97278 4.17573
H -2.85817 2.37253 -2.78849
H 2.95605 -0.15037 -5.32872
C 2.56105 -0.45815 0.99875
C -2.48826 1.49705 3.10432
N 1.14701 -1.57813 3.42562
C -4.08897 2.94863 -1.12804
C -3.46697 2.08998 1.00585
S -5.11306 -2.14388 -0.24607
H 1.17818 -3.42793 0.54193
C -3.04957 2.21075 -1.74120
C -2.46669 1.31963 0.38897
H 5.11266 -2.48977 1.94832
H -4.89244 -2.96121 2.06229
C -0.85405 0.51448 -2.82526
H -0.37196 2.49218 -0.33599
C -0.05728 -2.12362 3.13225
C 0.32252 0.57355 -5.39753
C 1.40610 3.44479 0.40510
N 0.95593 1.10081 0.31687
C 3.07940 1.92685 1.15761
H -1.63160 1.01517 -6.09155
C -3.48758 2.11026 2.41315
H -0.69056 0.32093 2.92014
C 0.50047 0.15669 -3.00828
N -1.53647 0.62910 1.10439
S -0.83847 -3.12821 4.30340
C 4.14509 -2.16472 1.60780
H -4.27317 2.65467 2.92893
C -2.04469 -2.42761 2.21204
C 3.85901 -0.81178 1.46113
C -2.24409 -3.16280 3.31739
O 6.71095 1.03180 2.74195
H -2.67197 0.89894 -3.86602
C 1.10289 0.20793 -4.27322
C 3.08721 -0.65243 -3.25671
H 0.78792 0.62468 -6.37615
*
```

Properties
Orbital gap (spin up / spin down) (eV): 4.87 / 5.79
Energy above the lowest of the compared OMol25 structures with the same formula, charge and spin (kJ/mol): 94.9
<S²>: 2.038


(3)
C36H25N3NiPS2 | the ωB97M-V functional and the def2-TZVPD basis

Geometry as ORCA input:
```
! RIJCOSX wB97M-V def2-TZVPD def2/J DEFGRID3
* xyz -1 3
H 2.86399 1.93636 -0.48113
C -0.52418 -2.77404 -5.01911
C -1.84517 -2.35890 -4.89645
H 1.20780 1.55536 -5.12323
C -1.35286 -1.45185 -2.71644
H -0.34045 3.88188 -1.83351
C -2.25228 -1.70083 -3.74674
H 1.49076 -0.77970 -2.07994
H -4.75323 2.51354 -0.09183
H -3.28278 -1.38961 -3.63191
C 1.57595 1.64788 -4.10933
Ni 0.07186 -1.01239 0.20497
N -3.21156 -3.46297 6.96254
C -2.00175 -3.44818 4.67195
N 0.89452 -1.55092 -1.78785
H 0.10736 4.02821 0.91404
C 3.38362 1.97319 -2.56325
C 0.73631 3.32717 1.45029
C 2.39896 1.53657 2.84251
H -1.68855 -0.96921 -1.80493
H -2.79929 1.08254 0.28798
C 1.50529 3.77454 2.54736
H 3.62059 1.95256 -4.69572
H 1.49859 -2.34300 -1.59152
C 2.32135 2.90230 3.21227
H -0.19608 -3.29923 -5.90689
H 1.45273 4.81290 2.84979
C -2.41422 4.38635 -1.66786
N -0.91137 -6.65921 5.65919
H 3.85919 0.96041 4.33621
H -2.55435 -2.55612 -5.68976
H 2.92306 3.25002 4.04512
C -2.66356 -3.45919 5.95117
C -1.42692 2.38734 -0.73700
C -0.03416 -1.85224 -2.84938
H -0.35609 1.34131 -3.24438
H -4.52064 4.63788 -1.34762
C -3.65621 4.00792 -1.17856
C -1.23109 -4.52651 4.22359
C 1.58298 -0.30984 1.36358
H 2.45150 -2.19781 1.80602
C 3.27248 -0.68436 3.10285
C -1.30647 3.58061 -1.44671
C 0.79680 2.01296 1.07796
C -1.05663 -5.71265 5.02200
C -3.78810 2.81978 -0.47416
C -1.52990 -2.24400 2.60266
C -0.62380 -4.44994 2.98016
C -2.68201 2.01010 -0.25672
H 1.41179 -2.82859 -4.08936
C 1.14268 1.64424 -1.72924
C 2.49816 1.86310 -1.49752
C 0.37791 -2.51615 -3.99903
H 3.91672 -1.39188 3.61325
C 2.92764 1.86761 -3.86833
H 4.43526 2.13937 -2.36635
P -0.01719 1.28967 -0.35893
C -0.75202 -3.33596 2.14711
H -2.30462 5.31123 -2.22039
H -2.72063 -1.49459 4.21105
H -0.02610 -5.28482 2.63842
C 0.69252 1.53423 -3.04717
C 3.24912 0.61768 3.50818
C -2.13277 -2.33205 3.85926
S -1.78004 -0.79249 1.65609
C 1.60496 1.06618 1.77146
S 0.02288 -3.34403 0.58207
C 2.44172 -1.13969 2.04715
*
```

Properties
Orbital gap (spin up / spin down) (eV): 6.37 / 6.74
Energy above the lowest of the compared OMol25 structures with the same formula, charge and spin (kJ/mol): 43.3
<S²>: 2.012